The following is a DFT calculation (ωB97M-V with the def2-TZVPD basis set) of a 3-piece molecular cluster, C26H58N3O8P2S overall in a non-equilibrium geometry.

Calculated values
Orbital gap: 6.07 eV
LUMO energy: -5.6 eV
Total charge: +1
Calculated total energy: -78149.095 eV
Highest occupied orbital energy: -0.428 hartree

Cartesian coordinates (Å):
H1 4.908628 -2.693274 4.426133
C1 3.518667 5.070734 -0.966576
H2 5.139951 1.377668 6.325266
P1 -3.199458 -3.531234 1.867813
C2 -1.063042 0.032963 -2.360882
C3 4.023135 -1.184638 -1.419466
O1 -3.058175 -5.088806 1.489784
H3 6.855828 1.155570 5.913131
P2 4.418681 -1.240907 6.652221
H4 6.301492 0.813791 7.567872
C4 -3.450387 -6.056626 2.441214
H5 -4.718023 0.122402 -0.225331
H6 -2.857875 0.566236 -3.711647
N1 2.810324 0.828559 -5.372963
H7 -2.259656 -1.305672 -3.793785
H8 3.772743 5.808887 -1.869234
H9 -4.869770 -1.902103 3.619666
C5 -7.755701 1.661287 -1.583782
C6 -4.054317 0.540405 -1.120743
O2 -2.547554 -3.431407 3.339011
H10 2.444818 5.407330 -0.569841
S1 5.369537 -0.286965 0.904936
C7 4.706720 3.221538 -4.283639
C8 2.916949 1.450363 -4.122440
H11 -1.218521 1.061967 -1.796454
O3 -2.634311 -2.580905 0.857688
H12 -7.883389 1.918613 -4.496083
O4 3.546454 -1.386993 5.308057
H13 4.282820 2.885598 -1.547868
H14 -6.859050 3.557044 -4.245501
H15 -4.276498 -5.702255 3.064283
C9 -7.876926 2.986521 -4.009870
H16 2.024749 1.124047 -6.019069
H17 -4.590477 -1.229777 -2.622528
C10 4.024393 -0.025305 -2.578808
H18 -0.613873 -3.122230 2.662499
H19 3.254545 -2.070931 -1.620626
H20 3.537529 0.103626 -5.631135
H21 7.293061 2.909880 -4.418618
C11 0.124174 0.310664 -3.499239
C12 6.027657 0.766834 6.510180
H22 4.617445 -1.150049 3.575798
H23 4.479508 -0.462111 -3.583573
H24 4.350357 5.156967 -0.147684
H25 -7.739927 4.009957 -1.947588
H26 -8.731183 3.617633 -4.548438
C13 2.578246 3.690971 -3.012070
O5 4.848797 -2.753024 7.001220
H27 5.321570 -2.351142 8.977995
H28 3.225217 -1.559752 0.690065
C14 3.313825 3.541222 -1.555707
O6 -4.772900 -3.343358 2.154663
O7 3.739433 -0.514121 7.771719
H29 -0.261411 -0.243985 -4.479202
H30 -3.276446 -1.700336 -1.340401
H31 -9.371047 3.113277 -2.279532
H32 -1.453877 -1.694290 3.345566
C15 -8.192829 3.016718 -2.400761
H33 -4.455770 1.850068 -2.959953
C16 5.695418 -2.917139 8.120374
H34 2.552535 3.011360 -0.806810
C17 1.576828 -0.378137 -3.080236
H35 -0.757601 -0.765100 -1.559637
H36 -3.119062 1.063944 -0.633065
H37 1.819257 -1.160808 -3.947790
C18 6.133393 3.160173 -4.285186
H38 2.937822 0.240190 0.152063
C19 -3.653576 -0.801044 -2.020613
H39 -8.644156 0.901884 -1.421753
C20 -5.020485 1.589557 -1.955095
H40 5.728792 -3.976594 8.385677
H41 2.484068 4.822283 -3.360264
H42 -5.116240 2.551480 -1.291320
H43 -2.595221 -6.304418 3.074664
C21 -6.487081 0.844533 -2.232690
H44 4.756544 0.846586 -2.219900
H45 -3.771892 -6.957955 1.914470
H46 -6.618007 0.550596 -3.363364
H47 -4.746150 -1.282110 1.946802
H48 3.383694 -2.428782 3.555445
H49 -0.868844 -2.986931 4.417520
N2 3.227591 2.930312 -4.145468
H50 -7.416320 2.022841 -0.500616
N3 2.683765 0.624395 -2.840351
H51 -6.268242 -1.995746 2.523623
C22 -1.301633 -2.773307 3.437465
H52 1.328778 -1.057248 -2.130422
H53 -6.417739 -0.186506 -1.635172
O8 5.798540 -0.578455 6.145746
H54 1.463012 3.284548 -2.888846
H55 5.092238 -1.679647 -1.405883
H56 0.172325 1.473003 -3.625754
C23 -5.179009 -2.059479 2.582379
C24 3.704526 -0.642639 0.099835
C25 4.153823 -1.947066 4.162131
H57 6.706005 -2.582069 7.869772
H58 5.323369 0.851914 1.724797
C26 -2.475920 -0.375564 -3.088269

Forces on the atoms, in the same order (eV/Å):
H -0.09 0.08 -0.06
C -0.55 0.15 -0.73
H 0.12 -0.01 0.14
P 0.08 0.29 -0.86
C -0.29 0.91 -0.12
C -0.32 -0.39 0.35
O -0.20 1.91 -0.43
H -0.09 -0.22 0.00
P -0.88 0.37 1.20
H -0.13 0.16 -0.14
C -0.19 -0.76 0.74
H 1.44 1.01 -1.71
H 0.91 -2.18 1.11
N 0.17 1.05 1.39
H -0.48 2.06 1.25
H -0.32 -1.63 2.07
H -0.04 0.05 -0.08
C 0.83 0.24 0.44
C -1.13 -1.01 0.36
O -0.91 -0.24 -0.78
H 2.56 -0.59 -0.62
S -0.23 0.65 0.00
C 9.24 -1.82 -0.19
C 0.51 0.03 0.15
H 0.30 -2.22 -0.98
O -0.59 -1.48 1.41
H 0.07 2.12 1.11
O 0.20 0.02 1.62
H -1.74 1.48 -0.37
H -2.09 -1.50 0.47
H 0.10 -0.05 -0.08
C -0.37 1.03 -0.30
H 2.05 -0.08 0.66
H 1.98 1.21 1.30
C 2.33 0.04 0.86
H -0.03 0.13 0.07
H 1.66 2.07 0.10
H -1.93 0.64 0.57
H -3.21 1.16 0.33
C -0.66 -0.97 0.49
C 0.26 0.92 0.31
H 0.03 -0.17 0.04
H -0.92 0.58 2.06
H -1.81 -0.21 -1.53
H -0.77 -2.22 -0.83
H 1.89 -1.37 1.08
C -1.21 0.46 1.24
O -0.74 0.95 -1.12
H 0.02 -0.05 -0.09
H 1.02 2.09 -1.25
C -0.83 0.70 0.93
O 1.22 -0.98 -0.40
O 1.04 -1.01 -2.01
H 0.99 1.52 1.90
H -0.70 2.13 -1.28
H 2.50 -0.13 -0.20
H 0.17 -0.12 -0.06
C -1.01 -0.14 -0.33
H -1.35 -0.30 1.98
C 0.64 -0.11 0.77
H 1.66 0.96 -1.77
C -2.09 -1.60 -0.81
H -0.52 1.38 -1.63
H -1.78 -1.09 -1.16
H -0.12 1.68 1.90
C -10.27 -0.75 -0.29
H 1.62 -1.60 -0.26
C 0.52 0.30 -0.14
H 1.68 1.70 -0.56
C 0.60 -0.82 0.12
H -0.11 0.17 -0.19
H 0.43 -2.48 0.75
H -0.04 -1.74 -1.45
H -0.13 0.02 0.01
C 0.48 -0.46 0.97
H -1.48 -1.97 -0.78
H 0.07 0.23 -0.06
H 0.16 0.80 2.27
H -0.02 -0.06 0.04
H -0.02 0.07 0.19
H -0.21 -0.07 -0.11
N 1.60 -2.49 1.66
H -0.73 -0.95 -2.20
N 0.24 0.83 -3.56
H 0.20 -0.18 -0.04
C 0.82 0.51 0.22
H 1.08 1.93 -1.83
H -0.26 2.16 -1.33
O -0.66 -0.98 0.03
H 2.49 0.81 -0.58
H -2.09 1.10 -0.17
H 0.16 -2.17 -0.11
C -0.29 0.85 0.37
C -1.14 -0.77 0.03
C 0.45 -0.19 -0.72
H -0.06 -0.03 0.08
H -0.72 -1.05 -0.98
C -0.01 -0.25 0.19